# 1
{
  "formula": "H18O9",
  "method": "ωB97M-V with the def2-TZVPD basis set",
  "lumo_ev": -0.04,
  "smiles": "O.O.O.O.O.O.O.O.O",
  "charge": 0,
  "relative_energy_kj_mol": 300.2,
  "species": ["O", "H", "H", "O", "H", "H", "O", "H", "H", "O", "H", "H", "O", "H", "H", "O", "H", "H", "O", "H", "H", "O", "H", "H", "O", "H", "H"],
  "xyz": [[-7.0414, 14.0801, -12.7711], [-6.8128, 14.8740, -12.2876], [-6.5162, 14.1262, -13.5701], [-9.3312, 10.0280, -15.1947], [-10.0532, 10.4425, -14.7224], [-8.5487, 10.4848, -14.8858], [-3.6655, 11.8101, -15.8469], [-3.3178, 11.7735, -14.9558], [-3.2995, 11.0385, -16.2792], [-14.0905, 11.3422, -12.8919], [-14.9314, 11.5777, -12.5000], [-13.5937, 10.9478, -12.1751], [-5.9848, 14.2462, -19.0015], [-5.5973, 13.7033, -18.3149], [-5.2520, 14.7566, -19.3460], [-13.5894, 7.5695, -18.6409], [-12.6577, 7.3507, -18.6283], [-13.9298, 7.2175, -17.8185], [-8.3129, 10.1311, -19.8196], [-8.6988, 9.9944, -18.9543], [-7.9537, 11.0177, -19.7847], [-10.8406, 16.3149, -13.7237], [-10.2659, 15.6022, -13.4442], [-11.6990, 15.9043, -13.8276], [-7.4037, 5.8468, -14.1653], [-7.9642, 6.5963, -14.3661], [-6.8625, 6.1413, -13.4328]],
  "atomic_forces_ev_per_a": [[-0.2, -0.2, 0.1], [0.0, 0.2, 0.2], [0.1, 0.0, -0.2], [0.0, -0.2, -0.2], [-0.2, 0.1, 0.1], [0.2, 0.1, 0.1], [-0.2, 0.2, -0.1], [0.1, 0.0, 0.2], [0.1, -0.2, -0.2], [0.1, 0.0, -0.2], [-0.2, 0.1, 0.1], [0.1, -0.1, 0.2], [-0.3, 0.0, -0.1], [0.1, -0.2, 0.2], [0.2, 0.1, -0.1], [-0.1, 0.1, -0.2], [0.3, 0.0, 0.0], [-0.1, -0.1, 0.2], [0.0, -0.2, -0.2], [-0.1, -0.1, 0.2], [0.1, 0.3, 0.0], [0.1, 0.2, 0.0], [0.2, -0.2, 0.1], [-0.2, -0.1, -0.1], [0.0, -0.2, -0.1], [-0.2, 0.2, -0.1], [0.1, 0.0, 0.2]]
}


# 2
{
  "formula": "H18O9",
  "method": "ωB97M-V with the def2-TZVPD basis set",
  "lumo_ev": 0.15,
  "smiles": "O.O.O.O.O.O.O.O.O",
  "charge": 0,
  "relative_energy_kj_mol": 180.4,
  "species": ["O", "H", "H", "O", "H", "H", "O", "H", "H", "O", "H", "H", "O", "H", "H", "O", "H", "H", "O", "H", "H", "O", "H", "H", "O", "H", "H"],
  "xyz": [[-4.0362, -34.8692, -5.3633], [-3.3891, -35.4561, -4.9520], [-3.7822, -33.9699, -5.0715], [-2.4408, -34.9787, -11.6377], [-2.3067, -34.4444, -12.4263], [-3.4108, -35.0852, -11.5710], [-4.3315, -37.3513, -7.9277], [-4.3340, -37.7279, -7.0405], [-3.4844, -37.6254, -8.3063], [-3.4089, -34.4851, -8.0235], [-3.7189, -34.7923, -7.1440], [-3.5983, -35.2139, -8.6195], [-6.7910, -35.7036, -5.7248], [-5.8492, -35.4587, -5.6903], [-7.2579, -34.9340, -5.3846], [-5.2156, -35.3489, -11.3684], [-5.8462, -35.7424, -11.9822], [-5.3930, -35.7815, -10.5209], [-1.5611, -32.4664, -8.4633], [-1.5360, -32.2409, -9.3977], [-2.2337, -33.1812, -8.3919], [-2.7485, -32.2861, -4.6129], [-2.6183, -32.5179, -5.5464], [-1.8796, -32.4065, -4.2103], [-0.3407, -36.2061, -9.9541], [0.3578, -35.8501, -10.5103], [-1.1300, -35.7035, -10.2093]],
  "atomic_forces_ev_per_a": [[0.3, 0.2, 0.2], [-0.1, 0.1, 0.0], [-0.1, -0.3, 0.2], [-0.3, 0.0, 0.0], [0.1, 0.0, 0.1], [0.3, 0.0, -0.1], [0.3, 0.0, -0.2], [-0.1, 0.0, -0.1], [-0.1, 0.0, 0.1], [-0.2, -0.1, 0.3], [0.2, 0.2, -0.5], [0.0, 0.0, 0.1], [0.3, 0.0, 0.0], [-0.4, 0.0, 0.1], [0.0, -0.1, 0.0], [-0.2, -0.2, 0.2], [0.1, 0.0, 0.0], [0.0, 0.1, -0.1], [-0.3, -0.3, 0.1], [0.0, 0.0, 0.1], [0.4, 0.3, -0.1], [-0.1, -0.5, -0.3], [0.3, 0.5, 0.1], [-0.1, 0.1, -0.1], [-0.2, 0.0, 0.1], [0.0, 0.0, 0.0], [0.2, -0.1, -0.2]]
}


# 3
{
  "formula": "H18O9",
  "method": "ωB97M-V with the def2-TZVPD basis set",
  "lumo_ev": -0.14,
  "smiles": "O.O.O.O.O.O.O.O.O",
  "charge": 0,
  "relative_energy_kj_mol": 290.0,
  "species": ["O", "H", "H", "O", "H", "H", "O", "H", "H", "O", "H", "H", "O", "H", "H", "O", "H", "H", "O", "H", "H", "O", "H", "H", "O", "H", "H"],
  "xyz": [[-4.5842, -0.5139, 0.4808], [-4.6218, -0.7812, -0.4376], [-3.8845, 0.1385, 0.5124], [3.1663, 0.5441, -3.3803], [3.1762, 0.0722, -4.2130], [2.9865, 1.4528, -3.6215], [-3.1353, 3.3392, 0.6293], [-2.1899, 3.4563, 0.7230], [-3.5174, 4.0352, 1.1640], [4.0502, 3.1161, 0.9824], [3.8977, 3.3358, 0.0633], [4.9973, 2.9935, 1.0460], [0.0818, -0.0897, 0.1291], [0.2519, -0.6076, -0.6577], [0.7991, 0.5434, 0.1594], [1.4899, 3.0126, 3.8294], [1.9386, 2.2617, 4.2180], [2.0028, 3.2208, 3.0485], [-1.4561, -2.3547, 3.6234], [-1.7265, -1.7183, 2.9614], [-1.8689, -3.1742, 3.3511], [1.4019, -3.5091, -2.6261], [1.8032, -2.7803, -3.0995], [2.0974, -3.8369, -2.0560], [-2.5485, -4.3763, -2.1323], [-1.6162, -4.1842, -2.2327], [-2.9916, -3.5957, -2.4648]],
  "atomic_forces_ev_per_a": [[-0.1, -0.2, 0.2], [0.0, -0.1, -0.2], [0.2, 0.3, 0.1], [0.0, -0.1, 0.3], [0.0, -0.1, -0.2], [-0.1, 0.2, 0.0], [-0.1, -0.2, -0.2], [0.3, 0.0, 0.0], [-0.2, 0.1, 0.1], [-0.2, 0.0, 0.2], [-0.1, 0.1, -0.2], [0.2, 0.0, 0.1], [-0.2, 0.0, 0.1], [0.0, -0.2, -0.2], [0.2, 0.2, 0.1], [-0.2, 0.1, 0.1], [0.1, -0.2, 0.1], [0.2, 0.1, -0.3], [0.2, 0.0, 0.2], [0.0, 0.2, -0.2], [-0.1, -0.2, -0.1], [-0.3, 0.0, 0.0], [0.1, 0.2, -0.1], [0.1, -0.1, 0.2], [-0.1, -0.2, 0.1], [0.4, 0.0, 0.0], [-0.1, 0.2, -0.1]]
}


# 4
{
  "formula": "H18O9",
  "method": "ωB97M-V with the def2-TZVPD basis set",
  "lumo_ev": -0.47,
  "smiles": "O.O.O.O.O.O.O.O.O",
  "charge": 0,
  "relative_energy_kj_mol": 240.3,
  "species": ["O", "H", "H", "O", "H", "H", "O", "H", "H", "O", "H", "H", "O", "H", "H", "O", "H", "H", "O", "H", "H", "O", "H", "H", "O", "H", "H"],
  "xyz": [[3.2169, -0.0183, -0.8974], [3.4387, 0.6027, -0.1973], [2.2556, -0.1775, -0.8028], [-2.4126, 1.1566, 2.2228], [-3.2538, 1.4779, 1.8739], [-1.7372, 1.6082, 1.6949], [2.1424, -0.7258, 2.4517], [2.2639, 0.2161, 2.6147], [1.2428, -0.8035, 2.1065], [0.4248, -0.6128, -0.8042], [-0.1847, -0.1093, -0.2534], [0.5986, -1.4184, -0.2951], [-2.7177, 1.2967, -2.7039], [-3.2213, 2.0409, -2.3575], [-1.9635, 1.2168, -2.1082], [0.9342, -3.7981, 2.0104], [0.2518, -3.4092, 2.5620], [0.4894, -4.0118, 1.1819], [-0.2825, 2.3292, -0.7771], [0.3576, 1.9739, -1.4097], [-0.0780, 3.2703, -0.7228], [0.8440, 0.4370, -4.0845], [0.7116, 1.3123, -3.7097], [0.6414, -0.1763, -3.3649], [-1.0018, -1.2882, 1.6989], [-1.3117, -1.8312, 2.4303], [-1.6490, -0.5580, 1.6409]],
  "atomic_forces_ev_per_a": [[-0.5, 0.1, -0.1], [0.0, -0.2, 0.0], [0.6, 0.1, 0.0], [0.1, 0.0, -0.4], [0.1, 0.0, 0.1], [-0.2, 0.1, 0.2], [-0.1, 0.2, -0.1], [0.0, -0.1, 0.0], [0.0, -0.1, 0.1], [0.0, -0.1, 0.0], [0.1, -0.1, 0.0], [-0.2, 0.1, -0.1], [0.0, 0.0, 0.1], [0.1, 0.0, 0.0], [-0.1, 0.1, 0.0], [0.0, -0.1, -0.2], [0.1, 0.0, 0.1], [0.0, 0.0, 0.1], [0.0, -0.1, -0.1], [0.0, 0.0, 0.2], [0.0, -0.1, 0.0], [-0.1, -0.1, 0.2], [0.0, 0.0, -0.1], [0.1, 0.1, -0.1], [-0.1, 0.2, -0.2], [-0.1, 0.2, 0.0], [0.1, -0.3, 0.4]]
}


# 5
{
  "formula": "H18O9",
  "method": "ωB97M-V with the def2-TZVPD basis set",
  "lumo_ev": -0.68,
  "charge": 0,
  "relative_energy_kj_mol": 881.3,
  "species": ["O", "H", "H", "O", "H", "H", "O", "H", "H", "O", "H", "H", "O", "H", "H", "O", "H", "H", "O", "H", "H", "O", "H", "H", "O", "H", "H"],
  "xyz": [[-0.1452, -0.7901, -0.0181], [-0.4496, 0.1042, -0.1725], [0.6027, -0.6907, 0.5709], [1.9115, -0.3142, 2.0039], [2.4458, -0.2815, 2.7974], [1.8706, -1.2441, 1.7803], [-0.4478, 1.4980, -1.5173], [-0.0497, 2.2224, -1.0344], [-0.1915, 1.6468, -2.4275], [-1.4336, 0.9465, 0.4692], [-1.4425, 1.6111, -0.2196], [-1.3598, 1.4452, 1.2829], [0.8966, -1.5523, -2.1025], [1.1031, -2.4701, -2.2792], [0.9950, -1.4623, -1.1547], [2.4862, 0.7805, 0.2500], [2.4048, 0.1402, 0.9568], [1.7866, 1.4122, 0.4168], [-0.1129, 0.7064, 2.4405], [0.6674, 0.2540, 2.1201], [-0.4349, 0.1542, 3.1530], [-2.3233, 0.6333, -2.1728], [-1.5634, 0.9585, -1.6902], [-2.8673, 0.2112, -1.5078], [-1.5067, -2.3165, -0.4714], [-1.8541, -2.0274, -1.3152], [-0.9879, -1.5753, -0.1588]],
  "atomic_forces_ev_per_a": [[6.3, 1.9, 1.7], [-0.1, 0.5, 0.3], [-0.4, 0.1, -0.3], [1.1, -4.2, 3.9], [0.3, 0.2, 0.6], [0.0, -1.0, 0.2], [5.1, 2.7, -0.5], [0.5, 0.3, 0.1], [0.2, -0.2, -0.7], [-2.5, 2.6, 0.4], [-1.2, 0.3, 0.5], [0.2, -0.4, 0.6], [0.8, -0.2, -1.1], [-0.1, -0.2, -0.2], [-0.4, 0.1, -0.1], [1.0, 2.1, -3.5], [1.0, 1.1, -1.3], [0.0, 0.2, 0.0], [-1.4, 1.2, 1.6], [-0.6, 0.4, 0.3], [-0.3, 0.0, 0.2], [-2.9, -1.3, -1.1], [-1.5, -0.7, -0.4], [-0.4, -0.3, -0.1], [-3.8, -4.0, -1.2], [-0.1, -0.2, -0.3], [-0.9, -1.1, 0.3]]
}


# 6
{
  "formula": "H18O9",
  "method": "ωB97M-V with the def2-TZVPD basis set",
  "lumo_ev": -0.01,
  "smiles": "O.O.O.O.O.O.O.O.O",
  "charge": 0,
  "relative_energy_kj_mol": 312.9,
  "species": ["H", "H", "H", "H", "H", "H", "H", "H", "H", "H", "H", "H", "H", "H", "H", "H", "H", "H", "O", "O", "O", "O", "O", "O", "O", "O", "O"],
  "xyz": [[-1.3258, 0.4624, 0.8260], [0.1777, 0.3754, 1.0306], [4.0953, 0.8401, 2.9789], [2.7642, 1.4507, 2.5724], [2.3595, 0.4402, -0.3830], [1.3169, -0.2442, -1.2516], [-4.3791, 2.4711, 1.0007], [-4.1453, 2.6960, -0.4841], [3.3391, -0.1671, -1.9224], [3.6507, -1.2251, -0.8766], [-0.8673, -1.9432, -0.8988], [0.5384, -2.4276, -0.5833], [-1.8861, -3.6510, 1.8371], [-1.6738, -2.4784, 2.7804], [-2.3331, -1.7552, -2.5203], [-1.0989, -2.6330, -2.3927], [-0.4931, 3.8934, -0.0371], [-0.1971, 4.5398, -1.3804], [-0.6586, 0.3174, 1.5062], [3.6771, 1.3538, 2.2788], [1.7123, 0.6169, -1.0751], [-3.7088, 2.3784, 0.3143], [3.4257, -1.1202, -1.8080], [-0.3620, -2.4321, -0.2395], [-1.6294, -3.4404, 2.7419], [-1.6117, -2.1317, -3.0367], [-0.6866, 3.8136, -0.9780]],
  "atomic_forces_ev_per_a": [[0.0, 0.2, 0.1], [-0.1, 0.0, -0.1], [0.0, 0.0, -0.1], [0.0, 0.1, 0.0], [-0.2, 0.2, 0.1], [0.1, 0.1, -0.1], [0.1, 0.0, 0.0], [0.2, 0.0, 0.0], [-0.1, -0.1, -0.2], [0.2, -0.1, -0.1], [0.1, 0.3, 0.3], [0.1, -0.1, 0.1], [0.2, 0.0, 0.1], [0.1, 0.0, 0.0], [-0.1, 0.0, -0.2], [-0.1, -0.4, -0.4], [-0.1, -0.1, -0.1], [0.0, -0.1, 0.0], [0.0, 0.0, 0.0], [-0.1, -0.2, 0.0], [-0.6, 0.5, 0.5], [-0.2, 0.0, 0.0], [0.5, -0.6, 0.0], [0.0, 0.0, -0.3], [-0.2, 0.0, 0.0], [0.1, 0.2, 0.3], [0.1, 0.2, 0.0]]
}


Kohn-Sham gap: 11.2, 10.7, 10.9, 10.3, 8.2, 11.0 (eV)